Record 1
Molecular formula: C60H60N12
Method: DFT, wB97M-V/def2-TZVPD

Atoms and positions in Å:
N -0.39 -0.79 4.62
C 0.77 -0.52 5.22
C 0.84 0.47 6.20
C -0.30 1.20 6.48
C -1.49 0.98 5.79
C -1.49 -0.12 4.94
H 1.67 -1.09 5.03
H 1.77 0.82 6.64
H -0.28 2.02 7.18
H -2.36 1.62 5.86
H -2.37 -0.37 4.37
N 5.17 3.49 -2.59
C 4.84 2.27 -2.17
C 3.53 1.90 -1.82
C 2.51 2.82 -1.96
C 2.86 4.11 -2.39
C 4.17 4.39 -2.60
H 5.66 1.57 -2.16
H 3.31 0.84 -1.81
H 1.49 2.48 -1.80
H 2.12 4.89 -2.44
H 4.51 5.41 -2.78
N -2.03 0.18 -4.62
C -2.67 -0.06 -5.75
C -4.00 0.32 -5.95
C -4.57 1.12 -4.98
C -3.93 1.25 -3.74
C -2.62 0.84 -3.62
H -2.10 -0.54 -6.54
H -4.52 -0.10 -6.80
H -5.41 1.76 -5.18
H -4.34 1.93 -3.00
H -1.87 1.10 -2.88
N 0.04 -0.03 1.19
C -0.61 -1.20 1.22
C -1.09 -1.87 0.07
C -0.73 -1.36 -1.16
C 0.02 -0.19 -1.17
C 0.30 0.50 -0.01
H -0.80 -1.56 2.22
H -1.46 -2.88 0.09
H -1.09 -1.75 -2.10
H 0.31 0.27 -2.11
H 0.74 1.49 -0.03
N 0.10 3.15 -5.07
C 0.77 2.01 -4.89
C 2.12 1.84 -5.20
C 2.82 2.92 -5.75
C 2.10 4.08 -6.01
C 0.77 4.16 -5.65
H 0.26 1.14 -4.49
H 2.61 0.89 -5.06
H 3.80 2.76 -6.16
H 2.53 4.96 -6.46
H 0.21 5.09 -5.61
N -0.96 3.34 -1.40
C -1.70 3.93 -2.34
C -2.63 4.90 -1.97
C -2.85 5.23 -0.63
C -2.12 4.52 0.32
C -1.17 3.63 -0.13
H -1.48 3.76 -3.38
H -3.26 5.43 -2.69
H -3.54 6.00 -0.30
H -2.25 4.67 1.38
H -0.59 3.11 0.62
N -6.62 -4.00 -3.91
C -5.87 -3.52 -4.92
C -4.63 -2.96 -4.68
C -4.12 -2.89 -3.39
C -4.87 -3.46 -2.37
C -6.15 -3.95 -2.68
H -6.29 -3.55 -5.92
H -4.04 -2.47 -5.45
H -3.10 -2.52 -3.35
H -4.61 -3.29 -1.33
H -6.78 -4.23 -1.84
N -0.32 4.06 3.68
C 0.08 5.22 3.20
C 1.13 5.41 2.29
C 1.77 4.26 1.88
C 1.38 3.01 2.39
C 0.29 2.94 3.21
H -0.37 6.13 3.59
H 1.34 6.38 1.87
H 2.60 4.24 1.19
H 1.97 2.16 2.09
H -0.08 2.02 3.66
N 0.47 -4.71 3.96
C 1.06 -5.90 3.92
C 2.38 -6.06 3.52
C 3.09 -4.95 3.08
C 2.47 -3.72 3.06
C 1.12 -3.66 3.50
H 0.47 -6.78 4.15
H 2.88 -7.02 3.50
H 4.06 -5.05 2.61
H 2.99 -2.84 2.71
H 0.62 -2.73 3.28
N 6.03 0.18 2.40
C 5.36 0.15 1.25
C 3.98 0.24 1.20
C 3.26 0.10 2.38
C 3.95 0.10 3.58
C 5.34 0.23 3.54
H 5.97 0.12 0.36
H 3.45 0.15 0.26
H 2.18 0.02 2.25
H 3.52 -0.14 4.54
H 5.86 0.24 4.49
N 3.53 -1.83 -1.28
C 2.66 -2.33 -0.38
C 1.85 -3.43 -0.63
C 1.92 -4.07 -1.87
C 2.85 -3.59 -2.79
C 3.61 -2.48 -2.44
H 2.54 -1.75 0.52
H 1.12 -3.76 0.09
H 1.25 -4.89 -2.08
H 3.04 -4.14 -3.70
H 4.37 -2.22 -3.16
N -3.80 -5.08 5.69
C -2.62 -4.56 5.29
C -2.58 -3.45 4.42
C -3.78 -2.83 4.09
C -4.95 -3.32 4.64
C -4.93 -4.42 5.47
H -1.74 -5.15 5.49
H -1.60 -3.09 4.13
H -3.89 -2.05 3.35
H -5.88 -2.82 4.37
H -5.85 -4.76 5.95

Output
- structure (SMILES) = c1ccncc1.c1ccncc1.c1ccncc1.c1ccncc1.c1ccncc1.c1ccncc1.c1ccncc1.c1ccncc1.c1ccncc1.c1ccncc1.c1ccncc1.c1ccncc1
- LUMO energy (eV) = 0.44
- energy above the lowest of the compared OMol25 structures with the same formula, charge and spin (kcal per mole) = 45.0
- multiplicity = 1

Record 2
Molecular formula: C60H61O2
Method: DFT, wB97M-V/def2-TZVPD

Atoms and positions in Å:
C 5.82 0.35 -1.92
C 4.96 1.14 -2.29
C 3.74 2.04 -2.60
C 2.79 1.95 -1.32
O 1.50 2.57 -1.56
C 0.47 1.68 -1.41
C 0.32 0.38 -2.28
O -0.39 1.92 -0.58
H 6.44 -0.28 -1.24
H 3.24 1.57 -3.49
H 3.27 2.53 -0.48
H 2.68 0.85 -1.08
H 1.33 0.02 -2.62
H -0.34 0.53 -3.18
H -0.16 -0.41 -1.65
C -0.77 0.81 4.17
C -1.94 1.03 4.89
C -2.98 1.75 4.32
C -2.86 2.24 3.03
C -1.69 2.03 2.30
C -0.65 1.31 2.87
H 0.05 0.25 4.61
H -2.03 0.63 5.89
H -3.89 1.92 4.89
H -3.68 2.80 2.58
H -1.60 2.41 1.30
H 0.27 1.15 2.31
C -4.80 -2.07 2.40
C -5.78 -3.03 2.17
C -6.80 -3.23 3.09
C -6.84 -2.45 4.24
C -5.87 -1.48 4.47
C -4.85 -1.30 3.55
H -4.00 -1.92 1.68
H -5.74 -3.63 1.27
H -7.55 -3.98 2.92
H -7.64 -2.60 4.96
H -5.91 -0.88 5.37
H -4.08 -0.55 3.73
C -3.48 0.65 -2.06
C -4.17 -0.31 -1.31
C -5.30 -0.92 -1.84
C -5.75 -0.58 -3.11
C -5.06 0.37 -3.85
C -3.93 0.99 -3.33
H -2.60 1.12 -1.65
H -3.81 -0.58 -0.33
H -5.84 -1.66 -1.25
H -6.63 -1.05 -3.52
H -5.41 0.64 -4.85
H -3.40 1.73 -3.91
C 4.97 -3.49 -0.40
C 4.65 -4.84 -0.28
C 3.36 -5.27 -0.59
C 2.41 -4.36 -1.03
C 2.74 -3.02 -1.16
C 4.02 -2.58 -0.84
H 5.97 -3.15 -0.15
H 5.39 -5.55 0.07
H 3.10 -6.32 -0.48
H 1.41 -4.70 -1.28
H 2.00 -2.31 -1.51
H 4.28 -1.53 -0.93
C -1.93 3.26 8.91
C -2.83 3.13 7.85
C -4.05 2.49 8.05
C -4.37 1.99 9.31
C -3.47 2.12 10.36
C -2.25 2.75 10.16
H -0.98 3.75 8.75
H -2.58 3.52 6.88
H -4.74 2.38 7.23
H -5.32 1.49 9.47
H -3.73 1.73 11.34
H -1.55 2.85 10.98
C -2.44 3.04 -7.47
C -2.77 1.69 -7.37
C -4.04 1.26 -7.73
C -4.98 2.17 -8.20
C -4.65 3.51 -8.30
C -3.39 3.95 -7.94
H -1.45 3.38 -7.19
H -2.03 0.98 -7.01
H -4.29 0.21 -7.64
H -5.97 1.82 -8.48
H -5.39 4.22 -8.67
H -3.13 5.00 -8.01
C 8.51 -0.54 2.46
C 9.85 -0.20 2.48
C 10.78 -0.97 1.79
C 10.36 -2.08 1.08
C 9.02 -2.43 1.05
C 8.09 -1.66 1.75
H 7.78 0.06 3.00
H 10.18 0.67 3.04
H 11.83 -0.70 1.82
H 11.08 -2.68 0.53
H 8.69 -3.29 0.49
H 7.04 -1.93 1.73
C 1.03 7.79 -6.30
C 0.77 6.70 -7.12
C -0.43 6.64 -7.82
C -1.36 7.67 -7.71
C -1.09 8.76 -6.88
C 0.10 8.81 -6.17
H 1.96 7.84 -5.75
H 1.49 5.90 -7.22
H -0.64 5.79 -8.46
H -2.29 7.62 -8.26
H -1.82 9.56 -6.79
H 0.31 9.66 -5.53
C 4.48 -7.98 2.96
C 4.15 -9.32 3.09
C 2.87 -9.76 2.78
C 1.91 -8.85 2.33
C 2.24 -7.51 2.20
C 3.52 -7.07 2.52
H 5.48 -7.64 3.21
H 4.89 -10.04 3.43
H 2.61 -10.81 2.88
H 0.91 -9.19 2.08
H 1.50 -6.80 1.85
H 3.78 -6.02 2.43

Output
- LUMO energy (eV) = 2.09
- multiplicity = 1
- net charge = -1

Record 3
Molecular formula: C60H68Ge2NO7PSTi
Method: DFT, wB97M-V/def2-TZVPD

Atoms and positions in Å:
Ti 0.90 -0.50 1.08
O -0.70 0.83 3.27
C -1.20 -0.15 2.76
O -0.78 -0.71 1.67
C -0.74 -2.54 3.61
C 1.35 -3.55 2.85
C 2.17 -4.84 2.70
C 2.98 -4.17 1.58
C 1.83 -3.15 1.40
O 2.11 -1.82 1.14
C -0.13 -3.54 3.00
C -2.16 -2.16 3.42
O -3.12 -2.86 3.34
O -2.29 -0.76 3.34
H -0.14 -1.80 4.15
H 1.82 -2.86 3.56
H 1.56 -5.67 2.32
H 2.71 -5.17 3.58
H 3.23 -4.78 0.71
H 3.88 -3.68 1.95
H 1.10 -3.53 0.66
H -0.70 -4.28 2.45
C -0.04 4.77 1.29
C -0.36 3.29 1.49
Ge 1.02 2.05 0.67
C 1.35 2.81 -1.20
C 2.65 3.58 -1.36
C 2.55 2.75 1.71
C 2.98 2.19 2.84
Ge 2.45 0.25 3.13
C 1.80 -0.06 5.04
C 2.28 0.88 6.15
C 4.28 -0.64 2.89
C 4.72 -1.57 4.02
C 3.89 2.90 3.77
C 4.75 2.22 4.63
C 5.60 2.90 5.49
C 5.59 4.29 5.52
C 4.73 4.98 4.69
C 3.89 4.30 3.83
H -0.83 5.39 1.72
H 0.04 5.01 0.23
H 0.90 5.03 1.77
H -1.36 3.06 1.09
H -0.40 3.05 2.56
H 0.51 3.46 -1.47
H 1.32 1.97 -1.90
H 2.62 4.52 -0.81
H 2.83 3.82 -2.41
H 3.50 3.01 -1.00
H 2.93 3.73 1.41
H 2.04 -1.09 5.32
H 0.72 0.03 4.97
H 3.33 0.73 6.39
H 1.70 0.69 7.06
H 2.14 1.92 5.87
H 5.01 0.16 2.76
H 4.24 -1.19 1.95
H 4.85 -1.03 4.96
H 5.67 -2.05 3.77
H 3.99 -2.36 4.19
H 4.76 1.14 4.62
H 6.26 2.35 6.15
H 6.25 4.82 6.20
H 4.70 6.07 4.71
H 3.20 4.85 3.20
C -4.66 3.14 -2.11
C -3.83 1.86 -2.13
C -3.91 1.17 -0.77
C -2.38 2.18 -2.51
C -2.26 2.64 -3.97
O -1.68 1.52 -4.63
C -1.23 0.67 -3.65
N -1.51 0.99 -2.45
C -0.55 -0.50 -4.22
C -0.99 -0.76 -5.52
C -0.50 -1.79 -6.29
C 0.52 -2.58 -5.79
C 0.99 -2.34 -4.52
C 0.47 -1.34 -3.67
P 1.35 -1.31 -2.08
C 2.04 -3.00 -1.97
C 3.40 -3.25 -1.90
C 3.87 -4.56 -1.91
C 2.99 -5.62 -1.96
C 1.62 -5.38 -1.99
C 1.15 -4.08 -2.00
C 2.86 -0.31 -2.26
C 3.55 0.11 -1.13
C 4.77 0.76 -1.26
C 5.29 1.00 -2.53
C 4.59 0.60 -3.66
C 3.38 -0.05 -3.53
H -5.72 2.91 -1.94
H -4.58 3.70 -3.04
H -4.33 3.78 -1.29
H -4.22 1.17 -2.90
H -3.58 1.86 0.01
H -3.26 0.30 -0.75
H -4.93 0.87 -0.54
H -1.99 2.93 -1.81
H -1.58 3.50 -4.08
H -3.21 2.87 -4.44
H -1.76 -0.12 -5.92
H -0.89 -1.97 -7.28
H 0.95 -3.38 -6.38
H 1.81 -2.95 -4.15
H 4.11 -2.43 -1.86
H 4.94 -4.74 -1.88
H 3.36 -6.64 -1.97
H 0.92 -6.21 -2.02
H 0.09 -3.88 -2.04
H 3.17 -0.11 -0.14
H 5.31 1.07 -0.38
H 6.25 1.50 -2.63
H 4.99 0.80 -4.64
H 2.83 -0.37 -4.40
O 0.56 -0.92 -0.86
S -1.88 -3.00 -0.43
C -2.37 -4.66 0.01
C -1.36 -5.59 0.25
C -1.68 -6.89 0.61
C -3.01 -7.28 0.72
C -4.01 -6.35 0.50
C -3.70 -5.05 0.14
C -3.06 -2.71 -1.76
C -4.26 -2.08 -1.48
C -5.18 -1.87 -2.51
C -4.89 -2.29 -3.80
C -3.68 -2.93 -4.06
C -2.76 -3.13 -3.05
H -0.33 -5.29 0.16
H -0.89 -7.61 0.79
H -3.26 -8.30 0.98
H -5.05 -6.63 0.61
H -4.49 -4.33 -0.04
H -4.48 -1.77 -0.47
H -6.12 -1.38 -2.29
H -5.61 -2.14 -4.59
H -3.46 -3.27 -5.07
H -1.82 -3.63 -3.26

Output
- LUMO energy (alpha / beta) (eV) = -0.30 / -1.36
- multiplicity = 3